Record 1
DFT (the ωB97M-V functional and the def2-TZVPD basis) results for 2 unconnected molecules or ions with the total composition C10H18IN3O2P.

```
35
C10H18IN3O2P, DFT the ωB97M-V functional and the def2-TZVPD basis
I 0.01 1.65 0.15
P -2.75 -1.93 2.90
O -3.81 -2.66 3.60
O 1.52 0.37 -2.98
N -5.28 0.56 2.91
N 3.05 0.66 -4.68
N -1.23 2.88 3.71
C -1.55 2.03 3.01
C -4.19 0.28 3.09
C -2.78 -0.11 3.22
C -1.94 0.82 2.27
C 2.02 -0.18 -3.89
C 0.47 -0.15 3.87
C 0.42 -0.43 2.37
C 1.83 -1.57 -4.37
C 2.38 1.78 -5.44
C -0.75 0.16 1.54
H 2.69 -2.18 -4.06
H 1.35 -0.66 4.28
H -2.49 0.04 4.26
H 1.72 1.35 -6.19
H -2.63 1.14 1.49
H 0.61 0.91 4.06
H 3.65 1.08 -3.96
H 0.43 -1.51 2.19
H -1.15 -0.59 0.87
H 1.75 -1.62 -5.46
H 1.83 2.38 -4.73
H -1.45 -2.31 3.28
H 1.36 -0.07 1.95
H -2.74 -2.03 1.50
H -0.39 -0.51 4.42
H 3.16 2.37 -5.92
H 0.93 -1.97 -3.92
H 3.62 0.08 -5.30
```

Computed properties:
F_max (eV/Å): 0.5
HOMO-LUMO gap (eV): 8.066
Charge: +1

Record 2
DFT (the ωB97M-V functional and the def2-TZVPD basis) results for a molecular structure, C40H38Br2N5O3S2SiW.

```
92
C40H38Br2N5O3S2SiW, DFT the ωB97M-V functional and the def2-TZVPD basis
W -0.74 -1.42 0.48
Br -5.08 2.39 -3.30
Br 2.32 1.61 -5.00
S 2.83 -3.91 0.53
S 0.12 -4.30 -1.62
Si -0.27 1.85 1.72
O -1.30 -4.44 -1.77
O 0.95 -5.40 -1.20
O -0.52 0.53 0.78
N -2.28 -0.50 -0.93
N 0.36 -0.59 -1.39
N 0.32 -3.11 -0.51
N 1.32 -1.90 1.04
N 2.48 -1.95 -6.50
C -2.61 1.20 -2.60
C -1.53 -3.56 1.38
C 2.69 -3.33 -4.53
C -0.86 1.49 3.47
C -4.49 0.30 -1.46
C 3.78 1.84 0.81
C -2.51 -1.52 1.77
C 3.52 3.35 2.66
C -1.72 0.62 6.00
C -0.36 0.23 -2.18
C -0.36 0.69 5.71
C 0.21 0.90 -3.25
C -1.13 3.34 0.92
C 0.02 -2.83 -3.92
C -2.56 -2.71 0.94
C 4.33 2.73 1.72
C 2.28 -0.14 -2.76
C -1.80 0.33 -1.88
C -1.39 -1.64 2.64
C 1.54 0.72 -3.54
C 2.42 1.58 0.85
C -2.64 0.99 5.04
C 1.65 -0.76 -1.70
C -1.00 4.57 1.82
C 2.13 -3.88 -3.40
C 0.06 1.12 4.46
C 1.40 -2.99 0.27
C -2.62 3.06 0.65
C 3.33 -2.73 1.72
C -3.97 1.20 -2.38
C 0.58 -2.28 -5.05
C -2.21 1.42 3.79
C -0.44 3.62 -0.42
C -3.61 -0.51 -0.77
C -0.80 -2.91 2.38
C 1.92 -2.52 -5.38
C 1.58 2.19 1.78
C 2.16 3.08 2.69
C 2.41 -1.75 1.87
C 0.80 -3.64 -3.09
H -0.38 1.55 -3.88
H 0.37 0.41 6.46
H 2.72 -4.53 -2.76
H -2.77 2.10 0.16
H -1.51 5.43 1.35
H 2.47 -0.90 2.52
H -1.29 -4.52 0.95
H -3.21 3.08 1.56
H 1.86 -1.61 -7.21
H 3.72 -3.54 -4.78
H 0.09 -3.29 2.86
H -3.29 -3.00 0.20
H -3.03 3.84 -0.01
H -3.70 0.94 5.26
H -2.96 1.68 3.06
H 1.12 1.16 4.25
H 4.27 -2.83 2.23
H 4.41 1.36 0.08
H -5.55 0.23 -1.27
H 3.33 -2.37 -6.85
H 3.94 4.05 3.37
H -0.50 2.76 -1.09
H 0.04 4.86 1.96
H -1.08 -0.93 3.38
H 1.99 0.88 0.14
H 3.33 -0.33 -2.95
H -3.20 -0.69 1.79
H -2.05 0.28 6.98
H -0.91 4.47 -0.92
H 1.54 3.57 3.43
H -2.19 1.89 -3.31
H -1.45 4.41 2.80
H -1.02 -2.67 -3.68
H 2.23 -1.41 -1.07
H -0.03 -1.67 -5.71
H 5.39 2.95 1.70
H 0.62 3.86 -0.29
H -4.02 -1.19 -0.05
```

Computed properties:
F_max (eV/Å): 0.4
HOMO-LUMO gap (eV): 6.566
Charge: +1
ΔE to the lowest compared entry with this formula, charge and spin (kcal per mole): 1.6

Record 3
DFT (the ωB97M-V functional and the def2-TZVPD basis) results for a molecular structure, C29H33Cl5N9OSbSe4V at a distorted geometry.

```
83
C29H33Cl5N9OSbSe4V, DFT the ωB97M-V functional and the def2-TZVPD basis
Sb 2.95 -2.66 -0.31
Se 1.35 -0.88 -1.14
Se 4.84 -2.55 -1.85
Se 4.06 -2.60 1.89
Se 1.97 -4.90 -0.26
V -0.18 0.29 -1.74
Cl 0.71 1.54 -8.57
Cl 0.93 1.47 -3.15
Cl -1.72 -2.34 -5.67
Cl -1.04 -1.03 -8.43
Cl 1.75 2.84 -5.89
O -0.53 -0.86 -3.38
N -3.00 -2.16 1.52
N -1.58 2.22 -0.46
N -0.29 1.86 -0.67
N -2.11 0.25 -1.57
N -1.06 -1.20 0.51
N 3.69 1.13 2.91
N 2.30 0.39 4.48
N -2.21 -3.05 -0.38
N 1.72 0.09 2.13
C -4.39 -0.33 -1.94
C -0.75 -0.92 -5.76
C 3.59 0.47 5.15
C 0.57 2.95 -0.42
C -3.87 1.67 -0.74
C 1.32 -0.39 5.20
C 2.80 3.88 -0.36
C -3.19 -4.01 0.07
C 2.49 0.46 3.10
C 0.33 0.83 -7.05
C -0.75 -0.48 1.77
C 4.45 1.21 4.15
C 0.07 4.22 -0.08
C -0.29 -0.37 -4.55
C 0.48 0.80 -4.67
C -3.77 -3.38 1.34
C 1.94 2.80 -0.53
C 4.50 1.05 1.73
C -0.45 -0.33 -6.98
C 0.64 -0.83 2.38
C -2.49 1.37 -0.92
C -1.22 -3.52 -1.33
C 2.29 5.13 -0.05
C -2.01 -2.06 0.54
C -4.80 0.83 -1.25
C 0.93 5.29 0.10
C -3.05 -0.58 -2.07
C 0.80 1.40 -5.87
C -3.73 -0.96 1.91
H -3.66 -4.03 2.20
H 5.42 0.72 4.02
H 0.48 -0.99 3.44
H -1.50 -0.75 2.52
H -1.73 -3.89 -2.22
H -3.20 -0.07 1.56
H -0.79 0.59 1.62
H 0.31 -0.06 4.95
H 3.99 -0.54 5.32
H -5.86 1.04 -1.14
H 4.95 2.02 1.53
H 3.86 3.74 -0.47
H 4.61 2.26 4.43
H -4.11 2.58 -0.20
H 2.35 1.82 -0.74
H -4.73 -0.96 1.47
H -2.71 -4.97 0.27
H 3.88 0.78 0.88
H 5.29 0.31 1.84
H -0.99 4.34 0.04
H -2.69 -1.46 -2.58
H -0.61 -4.33 -0.91
H -0.58 -2.71 -1.62
H 0.92 -1.81 1.96
H 1.47 -0.20 6.26
H -5.11 -1.02 -2.38
H 1.43 -1.47 5.03
H -3.83 -0.90 3.00
H -3.95 -4.17 -0.70
H 3.49 0.99 6.10
H 0.51 6.26 0.35
H -4.84 -3.14 1.23
H 2.96 5.97 0.10
```

Computed properties:
F_max (eV/Å): 4.8
HOMO-LUMO gap (spin up / spin down) (eV): 3.770 / 3.772
Charge: -1

Record 4
DFT (the ωB97M-V functional and the def2-TZVPD basis) results for 2 unconnected molecules or ions with the total composition C2HBrClF at a distorted geometry.

```
6
C2HBrClF, DFT the ωB97M-V functional and the def2-TZVPD basis
Br -2.12 0.78 0.59
Cl 1.48 1.38 0.72
F 1.66 -1.17 -0.52
C 0.56 0.24 0.03
C -0.67 -0.17 -0.13
H -0.92 -1.07 -0.68
```

Computed properties:
F_max (eV/Å): 4.8
HOMO-LUMO gap (eV): 9.404
ΔE to the lowest compared entry with this formula, charge and spin (kcal per mole): 8.5